Formula: C22H26Cl2N4O7Zr
Source: OMol25
Level of theory: ωB97M-V/def2-TZVPD

Structure (XYZ):
```
62
Properties=species:S:1:pos:R:3
N 2.057 -1.264 0.947
C 2.336 -2.802 2.893
H -0.655 -3.056 -1.420
C -2.605 2.921 0.114
C 4.106 -3.067 -1.563
C 1.836 3.756 -2.206
H 2.504 3.703 -3.060
H -0.689 3.767 -1.158
C 3.736 -2.288 -0.479
H 2.306 4.355 -1.426
C -4.876 0.565 -1.884
O 0.471 0.915 -0.459
C 2.396 -2.090 -0.175
H -4.115 -0.203 -1.960
H 2.192 1.034 -3.227
H -2.666 3.852 -0.454
O -1.257 2.645 0.502
H 0.361 3.889 0.259
N -3.494 0.026 1.994
H 3.403 -4.265 -3.200
H 1.030 -3.881 -2.697
H -6.255 2.529 -1.211
Cl 2.895 -4.150 1.961
C 2.511 1.339 -2.230
C 1.313 -0.815 4.555
H -5.151 0.924 -2.875
C 1.789 -3.428 -2.072
O -3.273 -0.631 0.970
H 1.712 -2.167 6.172
H 2.574 -3.940 4.662
C 3.128 -3.645 -2.358
H -3.195 3.034 1.023
Zr -1.157 0.166 0.714
C -0.529 -2.742 0.668
H -5.756 0.175 -1.377
H 0.884 -0.032 5.162
C 1.404 -2.647 -0.985
O -2.506 0.831 2.225
H 5.153 -3.232 -1.777
H -4.967 3.719 -1.039
H 0.906 4.216 -2.534
C 0.655 2.099 -0.885
H 4.486 -1.849 0.166
C 2.251 -2.988 4.265
N -4.357 1.692 -1.097
H 3.512 1.759 -2.279
O -0.769 -1.587 1.418
C 1.962 -1.588 2.286
C -0.241 3.200 -0.341
N 1.604 2.384 -1.730
H -5.477 2.728 0.365
C -3.108 1.756 -0.745
O -2.230 0.877 -1.044
C -5.315 2.741 -0.712
C 1.422 -0.667 3.192
H 1.799 -0.320 0.716
C 1.763 -2.004 5.106
H 2.503 0.483 -1.563
C -0.079 -2.421 -0.747
O -0.666 -3.817 1.130
Cl 0.731 0.877 2.548
H -0.299 -1.372 -1.043
```

The calculation puts the energy at -69841.8732 eV. As for the net charge: +2. For the energy relative to the best compared isomer or geometry (same formula, charge and spin), the calculation gives 16.28 kcal per mole.

Formula: C17H34O2
Source: OMol25
Level of theory: ωB97M-V/def2-TZVPD

Structure (XYZ):
```
53
Properties=species:S:1:pos:R:3
H 3.826 2.586 -0.690
H -0.450 1.242 -0.682
C -3.207 1.605 -0.769
C 1.534 2.898 0.738
C 4.376 0.533 -0.607
H -5.171 -2.492 0.738
H 5.442 -3.387 0.316
H 4.054 -2.647 0.959
H -1.570 -2.932 0.840
C -3.328 -3.137 -0.144
H -0.652 3.249 -0.759
C 4.984 -2.539 1.022
C -4.795 -0.081 -0.077
H -2.242 1.119 0.780
C -2.238 1.989 0.153
H -3.192 2.745 -1.481
H -2.209 -1.378 0.304
H 7.078 -0.518 -1.106
H 1.873 1.036 -0.944
H 1.642 3.641 -0.039
C -2.455 -2.392 0.855
C 0.175 2.364 1.074
C -0.814 2.208 -0.226
H -2.757 -2.176 1.655
H -4.819 2.168 0.300
H -3.683 -1.044 -1.533
C 6.858 -1.333 -0.280
H -0.277 3.130 1.630
O 4.766 -0.362 0.291
O 4.625 0.221 -1.862
C -4.632 1.381 -0.506
H -5.395 -3.190 -0.845
C 2.205 1.587 0.018
C -4.703 -1.078 -0.965
H 4.966 -1.662 -1.208
H 7.214 -2.227 -0.551
H -4.144 -0.213 0.897
H -3.622 -4.039 0.154
H -2.747 0.938 -1.500
H 4.319 1.970 0.902
H 2.093 2.983 1.496
C -4.678 -2.342 -0.312
H -5.909 0.053 0.566
H 2.238 0.728 0.837
H 0.126 1.572 1.753
H 5.493 -2.481 1.798
H 7.296 -1.065 0.446
H -5.335 1.626 -1.215
H -5.694 -0.862 -1.710
C 3.786 1.765 -0.244
H -3.163 -3.173 -1.081
C 5.488 -1.446 -0.278
H -2.576 2.862 1.092
```

The calculation puts the energy at -22261.1229 eV. As for the net charge: 0. For the energy relative to the best compared isomer or geometry (same formula, charge and spin), the calculation gives 367.06 kcal per mole.

Formula: C4H9N2
Source: OMol25
Level of theory: ωB97M-V/def2-TZVPD

Structure (XYZ):
```
15
Properties=species:S:1:pos:R:3
H -0.162 2.878 2.480
H 0.884 -2.540 0.066
H 0.033 0.414 2.404
C -0.764 2.179 1.889
N 1.324 -1.424 -1.836
N -0.228 0.924 1.628
H -0.765 -0.957 -2.373
C 0.038 0.457 0.504
H 2.113 -1.571 -2.593
H -0.139 -2.678 -2.613
H -0.037 1.237 -0.271
C -0.070 -1.731 -2.033
H -1.316 2.639 1.035
H -1.645 2.093 2.516
C 0.735 -1.919 -0.802
```

The calculation puts the energy at -7261.6068 eV. As for the net charge: +1. For the energy relative to the best compared isomer or geometry (same formula, charge and spin), the calculation gives 150.70 kcal per mole.

Formula: CH4ClNOP2
Source: OMol25
Level of theory: ωB97M-V/def2-TZVPD

Structure (XYZ):
```
10
Properties=species:S:1:pos:R:3
H 1.648 0.947 -0.335
H 2.701 -0.020 0.868
H -1.602 0.444 -1.525
N -0.473 -1.012 -0.139
P 1.141 -1.503 -0.080
Cl -3.515 1.441 -0.205
P -1.422 0.969 -0.166
O -1.321 -1.916 -0.246
H 1.122 0.473 1.382
C 1.720 0.177 0.445
```

The calculation puts the energy at -35735.2479 eV. As for the net charge: 0. For the energy relative to the best compared isomer or geometry (same formula, charge and spin), the calculation gives 35.50 kcal per mole. The SMILES is C/P=[N+](/[O-])PCl.